Arrangement 1

12
Properties=species:S:1:pos:R:3 method="wB97M-V/def2-TZVPD" homo_lumo_gap_ev=9.00 e_homo_ha=-0.3215
C 1.4580 1.1080 -2.9916
C 0.7168 1.2178 -1.8955
C 0.8533 0.3322 -0.6832
C -0.1799 -0.6566 1.0436
H 1.3620 1.8607 -3.8488
H 2.1779 0.3441 -3.2175
H 0.0781 2.0271 -1.7252
H 1.2034 -0.6857 -0.9339
H 1.5331 0.6972 0.0849
H 0.7942 -1.1077 1.0529
O -0.4300 0.1031 0.0085
S -1.2999 -0.9981 2.2300

Arrangement 2

12
Properties=species:S:1:pos:R:3 method="wB97M-V/def2-TZVPD" homo_lumo_gap_ev=9.62 e_homo_ha=-0.3381
C 2.0580 0.3705 -0.4328
C -0.4172 -0.5456 1.9587
C 1.2238 0.9007 0.4764
C 0.2723 0.1509 1.2242
O -2.3206 0.5504 -0.4116
S -2.1752 -0.8277 -0.8510
H 2.8667 0.9674 -0.8753
H 1.9640 -0.6105 -0.8273
H -0.7845 -0.8863 -1.5276
H -1.2043 -1.0567 2.5646
H 1.3551 1.9012 0.7957
H -2.8381 -0.9143 -2.0939

Which one is most stable, and which one is least stable? arrangement 1 is the most stable of them, while arrangement 2 is the least stable.

Arrangement 1

12
Properties=species:S:1:pos:R:3 method="wB97M-V/def2-TZVPD" homo_lumo_gap_ev=9.61 e_homo_ha=-0.3185
C -1.2580 0.8522 0.0386
C 0.6314 -0.7403 0.3804
C 2.0724 -0.3369 -0.0233
C 0.9270 0.5273 -0.3822
H -1.8037 1.1988 0.9260
H -1.7575 1.3588 -0.7996
H 0.5954 -0.5041 1.4527
H 2.5480 -0.6827 -0.9037
H 2.6830 -0.1133 0.8616
H 0.6816 0.3926 -1.4792
O 0.0331 1.4841 0.1684
S -1.0906 -0.9586 -0.0929

Arrangement 2

12
Properties=species:S:1:pos:R:3 method="wB97M-V/def2-TZVPD" homo_lumo_gap_ev=9.06 e_homo_ha=-0.3099
C 0.3141 0.3224 -0.0213
C 0.7207 -1.1209 -0.0631
C -0.6111 -1.8427 -0.0460
C -1.6388 -0.7799 -0.5335
H 0.9900 -1.2924 -1.1163
H 1.5549 -1.4495 0.5227
H -0.5430 -2.6221 -0.7609
H -0.9921 -2.2889 0.8766
H -1.8984 -0.9858 -1.4985
H -2.5558 -0.6924 0.0870
O -0.9466 0.4470 -0.3435
S 1.1442 1.6426 0.5388

Which one is most stable, and which one is least stable? arrangement 2 is the most stable of them, while arrangement 1 is the least stable.

Arrangement 1

12
Properties=species:S:1:pos:R:3 method="wB97M-V/def2-TZVPD" homo_lumo_gap_ev=8.54 e_homo_ha=-0.3076
C 0.1064 -1.6094 -0.4029
C -0.4622 -0.8320 0.7280
C -0.6942 0.7587 0.1393
C 0.3098 1.7398 0.0349
H 0.5308 0.2993 -0.9451
H -1.3239 -1.3596 1.1588
H 0.4302 -0.4994 1.3169
H -1.6923 1.0806 -0.1834
H 0.1367 2.7581 -0.1565
H 1.4498 1.6632 0.0997
O 0.7681 -0.7904 -1.2601
S 0.4407 -3.2090 -0.5296

Arrangement 2

12
Properties=species:S:1:pos:R:3 method="wB97M-V/def2-TZVPD" homo_lumo_gap_ev=9.43 e_homo_ha=-0.3143
C 0.7953 -1.0479 0.2928
C -1.2196 0.2803 -0.1879
C -0.4789 0.9369 0.8968
C 0.8426 0.2468 1.1940
H 1.9341 -1.1392 0.1963
H 0.0225 -1.9453 0.9582
H -2.0423 -0.4961 0.0235
H -1.5818 1.1162 -0.7968
H -1.1265 1.7474 1.3757
H 1.1877 0.2561 2.1015
O 0.7658 1.4417 0.3867
S -0.2598 -0.8480 -1.2579

Arrangement 3

12
Properties=species:S:1:pos:R:3 method="wB97M-V/def2-TZVPD" homo_lumo_gap_ev=8.56 e_homo_ha=-0.2792
C 2.4250 -0.2221 0.0959
C 0.9524 -0.0740 -0.0490
C 0.1083 -1.1266 -0.0697
C -0.9597 1.1694 0.1290
H 3.0206 -0.0601 -0.8679
H 2.6102 -1.2525 0.4492
H 2.7694 0.5531 0.8270
H 0.2056 -2.1758 0.0608
H -1.1656 1.6686 1.1253
H -1.3554 1.7666 -0.6396
O 0.4923 1.1756 -0.1961
S -1.5737 -0.5241 -0.0014

Which one is most stable, and which one is least stable? arrangement 3 is the most stable of them, while arrangement 2 is the least stable.

Arrangement 1

8
Properties=species:S:1:pos:R:3 method="wB97M-V/def2-TZVPD" homo_lumo_gap_ev=7.29 e_homo_ha=-0.3115
C -0.5440 0.4464 -0.0001
C 0.5440 -0.4464 0.0001
P -2.1565 -0.0994 0.0000
P 2.1565 0.0994 0.0000
H -0.3137 1.5050 0.0002
H 0.3137 -1.5050 -0.0001
H -2.7518 1.1704 0.0001
H 2.7518 -1.1704 -0.0002

Arrangement 2

8
Properties=species:S:1:pos:R:3 method="wB97M-V/def2-TZVPD" homo_lumo_gap_ev=8.86 e_homo_ha=-0.3341
C 2.6365 -0.2558 -0.6404
C 1.7279 0.4641 -0.4708
P -1.6544 0.7372 -0.5438
P 0.4738 1.5960 -0.0333
H 3.5935 -0.7779 -0.8201
H -0.9777 -0.3311 -1.1167
H 0.6461 1.3200 1.3345
H -2.7284 0.0431 0.4487

Which one is most stable, and which one is least stable? arrangement 1 is the most stable of them, while arrangement 2 is the least stable.

Arrangement 1

8
Properties=species:S:1:pos:R:3 method="wB97M-V/def2-TZVPD" homo_lumo_gap_ev="6.49 / 6.69" e_homo_ha="-0.2706 / -0.2738"
C 0.3687 1.0012 1.1772
C 0.3695 -0.3056 0.6183
P -0.3161 -0.0610 2.3397
P -1.1180 -0.1364 -1.4496
H 0.7471 1.9097 1.0155
H 1.0166 -0.9332 0.1441
H -1.1920 -1.4308 -1.9628
H 0.1242 -0.0438 -1.8824

Arrangement 2

8
Properties=species:S:1:pos:R:3 method="wB97M-V/def2-TZVPD" homo_lumo_gap_ev=8.21 e_homo_ha=-0.3395
C -1.3741 -0.3635 0.3412
C -0.4587 0.4235 -0.1211
P 2.0654 -0.8110 -0.0154
P 1.1335 0.9784 0.0892
H -2.3673 -0.2144 -0.1758
H -1.1549 -1.2165 1.0104
H -1.2491 1.3344 -1.2164
H 3.4051 -0.1308 0.0879

Arrangement 3

8
Properties=species:S:1:pos:R:3 method="wB97M-V/def2-TZVPD" homo_lumo_gap_ev=9.48 e_homo_ha=-0.3565
C -1.3597 -0.0056 0.8145
C 1.9929 0.4082 -0.5823
P -1.6678 -0.0116 -0.8230
P 3.3520 -0.3162 -0.6096
H -0.7953 -0.7740 1.3732
H -1.8193 0.9459 1.3429
H -0.7086 -0.8515 -1.3137
H 1.0058 0.6048 -0.2021

Which one is most stable, and which one is least stable? arrangement 3 is the most stable of them, while arrangement 1 is the least stable.

Arrangement 1

8
Properties=species:S:1:pos:R:3 method="wB97M-V/def2-TZVPD" homo_lumo_gap_ev=8.63 e_homo_ha=-0.3169
C 0.1553 0.5078 1.1987
C 0.3498 -0.2414 -1.1126
P 1.4243 0.7747 0.0911
P -1.2027 0.1177 0.0705
H 0.0122 1.0061 2.1778
H 0.3156 0.1694 -2.1113
H 0.6488 -1.2808 -1.2061
H -1.7032 -1.0536 0.8919

Arrangement 2

8
Properties=species:S:1:pos:R:3 method="wB97M-V/def2-TZVPD" homo_lumo_gap_ev="7.43 / 7.06" e_homo_ha="-0.2977 / -0.2936"
C 0.5350 -1.1079 0.8066
C -1.0393 0.6765 -0.8752
P -0.5900 -1.1853 -0.5694
P -2.0898 0.0712 0.4676
H 0.6453 -1.8544 1.5165
H 0.8034 -0.2225 1.3157
H -0.4515 1.4857 -0.6962
H -1.6550 0.6935 -1.9192

Which one is most stable, and which one is least stable? arrangement 1 is the most stable of them, while arrangement 2 is the least stable.